Run a
The following is a DFT calculation (ωB97M-V/def2-TZVPD) of a 2-piece molecular cluster, C6H11N5 overall.

Summary:
Kohn-Sham gap (eV): 10.119
LUMO energy (eV): 0.916

Each line ends with the natural charge from an NBO analysis.
Positions of all 22 atoms, in Å:
C1 -2.72 1.33 0.53  0.108
C2 1.65 -1.89 -0.21  -0.420
C3 1.75 -0.34 -0.56  -0.481
C4 0.74 -1.82 1.03  -0.233
C5 0.69 0.29 0.43  0.353
C6 0.46 1.78 0.32  -0.703
N1 -2.32 0.04 0.49  -0.489
N2 -3.61 1.38 -0.47  -0.482
N3 -2.97 -0.67 -0.52  -0.026
N4 -3.75 0.07 -1.07  -0.044
N5 0.15 -0.53 1.22  -0.465
H1 0.98 -2.46 -0.90  0.208
H2 2.47 -2.42 -0.05  0.210
H3 2.79 -0.07 -0.33  0.222
H4 1.65 -0.17 -1.59  0.225
H5 -0.20 -2.51 1.09  0.205
H6 1.34 -2.00 2.01  0.197
H7 1.15 2.39 1.01  0.248
H8 -0.39 2.09 0.87  0.262
H9 0.31 2.02 -0.67  0.225
H10 -3.99 2.18 -1.00  0.426
H11 -1.48 -0.17 1.04  0.453

=====

Run b
The following is a DFT calculation (ωB97M-V/def2-TZVPD) of C6H11N5 as an isolated structure.

Summary:
Kohn-Sham gap (eV): 9.627
LUMO energy (eV): 0.956

Each line ends with the natural charge from an NBO analysis.
Positions of all 22 atoms, in Å:
C1 -1.37 0.41 3.09  0.146
C2 -2.11 -0.10 1.19  0.504
C3 -0.70 1.15 -1.28  0.169
C4 2.35 -0.69 -0.98  -0.598
C5 1.57 -0.02 0.22  -0.435
C6 0.12 -0.04 -0.03  -0.044
N1 -2.55 0.07 2.45  -0.524
N2 -0.30 0.36 2.38  -0.309
N3 -1.28 0.69 -2.29  -0.644
N4 -0.78 0.10 1.12  -0.230
N5 -2.87 -0.54 0.18  -0.831
H1 -1.21 0.48 4.15  0.195
H2 -0.74 2.17 -0.86  0.155
H3 3.48 -0.86 -0.82  0.216
H4 1.93 -1.62 -1.25  0.202
H5 2.24 -0.09 -1.83  0.205
H6 1.94 0.98 0.39  0.219
H7 1.77 -0.69 1.20  0.237
H8 -0.05 -1.01 -0.57  0.200
H9 -1.63 1.36 -3.00  0.361
H10 -3.89 -0.40 0.38  0.402
H11 -2.78 -1.43 -0.29  0.403

=====

Winner for stability: run b

=====

Run a
The following is a DFT calculation (ωB97M-V/def2-TZVPD) of a 2-piece molecular cluster, C4H15N2O overall.

Summary:
⟨S²⟩: 0.754
Kohn-Sham gap (alpha / beta) (eV): 12.518 / 6.958
Charge: +2
LUMO energy (alpha / beta) (eV): -6.563 / -12.122
2S+1: 2

Each line ends with the natural charge from an NBO analysis.
Positions of all 22 atoms, in Å:
C1 -0.14 1.31 -0.81  -0.222
C2 -0.79 -0.04 -0.48  -0.444
C3 0.10 -1.11 0.17  -0.424
C4 1.30 -1.56 -0.70  -0.300
N1 0.88 -2.29 -1.86  -0.227
N2 0.09 2.12 0.47  -0.697
H1 0.83 1.23 -1.28  0.212
H2 -0.85 1.83 -1.45  0.261
H3 -1.21 -0.47 -1.40  0.246
H4 -1.72 0.19 0.05  0.263
H5 0.50 -0.73 1.11  0.238
H6 -0.47 -2.01 0.41  0.250
H7 2.02 -2.18 -0.14  0.333
H8 1.84 -0.67 -1.03  0.245
H9 0.33 -3.16 -1.75  0.431
H10 1.67 -2.50 -2.50  0.429
H11 0.99 1.81 0.82  0.433
H12 -0.66 1.90 1.15  0.479
H13 0.07 3.13 0.32  0.460
H14 -2.04 0.41 2.87  0.511
H15 -1.14 1.57 3.40  0.505
O1 -1.60 1.23 2.62  -0.982

=====

Run b
The following is a DFT calculation (ωB97M-V/def2-TZVPD) of a 2-piece molecular cluster, C4H15N2O overall.

Summary:
⟨S²⟩: 0.754
Kohn-Sham gap (alpha / beta) (eV): 13.374 / 7.929
Charge: +2
LUMO energy (alpha / beta) (eV): -7.066 / -12.540
2S+1: 2

Each line ends with the natural charge from an NBO analysis.
Positions of all 22 atoms, in Å:
N1 -0.72 -1.48 -1.77  -0.700
C1 0.66 -0.94 -1.53  -0.244
C2 1.11 -1.05 -0.10  -0.316
N2 0.50 -0.14 0.81  -0.161
C3 0.70 1.36 0.65  -0.283
C4 0.04 2.14 1.80  -0.640
H1 -0.76 -1.62 -2.77  0.466
H2 -0.76 -2.46 -1.40  0.445
H3 -1.45 -0.90 -1.27  0.488
H4 0.71 0.11 -1.90  0.257
H5 1.29 -1.58 -2.16  0.272
H6 0.86 -2.06 0.28  0.252
H7 2.20 -0.96 -0.11  0.323
H8 0.45 -0.50 1.76  0.445
H9 1.78 1.62 0.52  0.307
H10 0.21 1.62 -0.29  0.261
H11 -1.05 1.87 1.76  0.229
H12 0.13 3.19 1.56  0.281
H13 0.43 1.94 2.80  0.256
H14 -1.33 -0.03 0.75  0.465
H15 -2.93 -0.16 0.50  0.539
O1 -2.06 0.04 0.11  -0.942

=====

Winner for stability: run a

=====

Run a
The following is a DFT calculation (ωB97M-V/def2-TZVPD) of one molecule with the formula C3H7N3O.

Summary:
Kohn-Sham gap (alpha / beta) (eV): 6.662 / 8.720
LUMO energy (alpha / beta) (eV): 0.226 / 0.770

Each line ends with the natural charge from an NBO analysis.
Positions of all 14 atoms, in Å:
C1 1.03 0.28 -0.05  0.232
C2 -0.58 0.56 -0.07  -0.255
C3 -0.81 -1.80 -0.06  -0.153
N1 -1.29 -0.64 0.47  -0.562
N2 1.49 -0.89 0.06  0.049
N3 1.72 1.50 0.16  -0.867
O1 2.55 -1.55 0.08  -0.445
H1 -0.73 1.55 0.42  0.241
H2 -0.79 0.60 -1.13  0.195
H3 -1.22 -2.75 0.31  0.197
H4 -0.37 -1.77 -1.06  0.197
H5 -1.96 -0.72 1.18  0.408
H6 1.76 2.00 -0.75  0.374
H7 2.64 1.40 0.60  0.391

=====

Run b
The following is a DFT calculation (ωB97M-V/def2-TZVPD) of one molecule with the formula C3H7N3O.

Summary:
Kohn-Sham gap (eV): 9.477
LUMO energy (eV): 0.674
Structure (SMILES): [H]/N=C(/N)CNC=O

Each line ends with the natural charge from an NBO analysis.
Positions of all 14 atoms, in Å:
C1 1.29 0.12 -0.02  0.424
C2 0.27 -0.92 0.35  -0.343
C3 -1.94 -0.06 -0.26  0.544
H1 -0.16 1.36 0.26  0.425
H2 1.24 2.24 -0.66  0.426
H3 2.80 -1.20 0.23  0.322
H4 -0.14 -0.66 1.37  0.235
H5 0.88 -1.87 0.53  0.234
H6 -1.16 -1.64 -1.18  0.395
H7 -2.87 -0.52 -0.76  0.125
N1 0.73 1.37 -0.28  -0.857
N2 2.69 -0.19 -0.04  -0.728
N3 -1.08 -1.15 -0.26  -0.601
O1 -1.83 0.90 0.47  -0.602

=====

Winner for stability: run b

=====

Run a
The following is a DFT calculation (ωB97M-V/def2-TZVPD) of one molecule with the formula C3H7N3O.

Summary:
Kohn-Sham gap (eV): 10.231
LUMO energy (eV): 0.816
Structure (SMILES): [H]/N=C(/C)O/C(N)=N\[H]

Each line ends with the natural charge from an NBO analysis.
Positions of all 14 atoms, in Å:
C1 -0.07 -2.01 -1.04  -0.678
N1 0.24 2.01 -0.20  -0.803
C2 0.46 1.12 0.67  0.696
C3 -0.54 -0.68 -0.55  0.570
N2 0.70 1.43 1.97  -0.815
N3 -1.65 -0.21 -0.89  -0.661
O1 0.31 -0.23 0.50  -0.546
H1 0.24 1.79 -1.18  0.368
H2 1.03 2.36 2.15  0.406
H3 1.04 0.69 2.56  0.397
H4 -1.90 0.70 -0.51  0.367
H5 -0.76 -2.38 -1.80  0.240
H6 -0.03 -2.71 -0.22  0.232
H7 0.93 -1.91 -1.46  0.227

=====

Run b
The following is a DFT calculation (ωB97M-V/def2-TZVPD) of one molecule with the formula C3H7N3O.

Summary:
Kohn-Sham gap (eV): 8.988
LUMO energy (eV): 0.462

Each line ends with the natural charge from an NBO analysis.
Positions of all 14 atoms, in Å:
C1 1.75 0.86 -0.57  -0.428
N1 0.35 0.63 -0.35  -0.553
C2 -0.20 -0.40 0.23  0.459
N2 0.38 -1.47 0.75  -0.759
C3 -1.74 -0.32 0.29  0.550
O1 -2.31 -1.29 0.84  -0.708
N3 -2.09 0.81 -0.27  -0.888
H1 2.14 0.20 -1.36  0.204
H2 2.33 0.68 0.35  0.199
H3 1.91 1.89 -0.87  0.227
H4 -0.29 -2.13 1.14  0.448
H5 1.37 -1.66 0.75  0.403
H6 -0.52 1.22 -0.61  0.474
H7 -3.08 0.98 -0.30  0.370

=====

Winner for stability: run b